Entry 1:
{"formula": "C7H17NOS", "method": "the ωB97M-V functional and the def2-TZVPD basis", "species": ["C", "C", "C", "C", "C", "C", "C", "N", "O", "S", "H", "H", "H", "H", "H", "H", "H", "H", "H", "H", "H", "H", "H", "H", "H", "H", "H"], "xyz": [[-1.73590, 1.80849, -1.29886], [-1.44145, 0.29214, 2.14249], [-0.52902, -1.38290, -1.90966], [2.94311, 0.54556, 0.25222], [-0.06056, 0.05989, 1.69658], [-0.86079, -1.19274, -0.38585], [-0.07956, -0.13442, 0.17010], [2.22846, -0.32838, -0.59880], [0.33952, 2.56323, -0.13482], [-0.21567, 1.41201, -0.73037], [-2.49997, 1.89851, -0.50496], [-2.18514, 1.29038, -2.15519], [-2.12315, -0.57476, 1.78238], [-1.75264, 0.42933, 3.18671], [-1.79611, 1.29434, 1.72273], [-1.21205, -0.85638, -2.64062], [0.50541, -1.18119, -2.00166], [-0.79542, -2.43114, -2.10403], [3.24206, 0.27694, 1.43008], [3.89048, 0.86942, -0.21991], [2.41055, 1.52710, 0.40493], [0.17644, -0.90699, 2.18553], [0.60446, 0.85418, 2.06585], [-1.99260, -0.91525, -0.58603], [-0.81246, -2.12554, 0.22306], [2.52797, -1.27607, -0.59570], [0.44521, 1.11843, -1.87768]], "orbital_gap_ev": [7.00, 7.02], "e_above_lowest_kcal_mol": 205.1}



Entry 2:
{"formula": "C13H20FN5O4S", "method": "the ωB97M-V functional and the def2-TZVPD basis", "species": ["O", "C", "C", "N", "C", "C", "C", "O", "S", "O", "O", "F", "H", "H", "H", "H", "H", "H", "H", "H", "C", "C", "N", "H", "H", "H", "C", "C", "N", "H", "H", "H", "C", "C", "N", "H", "H", "H", "C", "C", "N", "H", "H", "H"], "xyz": [[2.48561, -1.18991, 1.09424], [2.30314, -0.00268, 1.43579], [1.94785, 1.07966, 0.33005], [0.75898, 1.90451, 0.53766], [-0.50168, 1.44314, -0.04608], [-0.91990, -0.04958, 0.64906], [-2.45089, -0.08099, 1.31332], [-1.08583, -0.04186, 2.13757], [0.68840, 2.90070, 1.86587], [1.49669, 2.52190, 3.05635], [-0.73208, 3.13767, 2.31816], [1.24360, 4.42484, 1.39017], [2.43834, 0.22030, 2.55137], [2.86452, 1.73710, 0.17650], [1.80978, 0.49938, -0.65692], [-0.34853, 1.22237, -1.15810], [-1.39924, 2.11337, 0.09206], [-0.53438, -1.04437, 0.10355], [-2.79425, 0.85782, 1.83630], [-2.72795, -1.14189, 1.59913], [-0.35507, -0.91363, 5.57208], [-1.08614, -2.11110, 6.08834], [-1.65839, -3.04839, 6.49243], [-0.88702, -0.49356, 4.71676], [-0.28378, -0.15672, 6.35411], [0.65021, -1.19881, 5.26015], [0.23958, -4.07308, -1.51625], [-0.65844, -2.88276, -1.60391], [-1.35821, -1.94693, -1.67265], [1.23455, -3.76203, -1.19414], [-0.16177, -4.78757, -0.79656], [0.31403, -4.55329, -2.49259], [-3.10500, 0.60099, -4.10597], [-1.81008, 1.14150, -3.59427], [-0.79510, 1.56225, -3.19357], [-3.93335, 1.02284, -3.53564], [-3.22583, 0.86285, -5.15783], [-3.11795, -0.48490, -4.00406], [2.73413, 1.10463, -4.07501], [2.26423, 0.13935, -3.03665], [1.89581, -0.61624, -2.22160], [2.63042, 2.12545, -3.70495], [3.78210, 0.91455, -4.31021], [2.13839, 0.99181, -4.98136]], "orbital_gap_ev": 9.80, "smiles": "O=CCN(C[C@@H]1CO1)S(=O)(=O)F.CC#N.CC#N.CC#N.CC#N"}



Calculated electronic energy in order - -21899.313; -42991.448 eV